The following is a quantum chemistry calculation of a single CH2ClFP2 molecule in a non-equilibrium geometry, from the OMol25 dataset.

Element x y z (Å)
1 F 3.497 0.101 -0.841
2 P 2.705 -0.578 0.446
3 P 0.794 0.168 -0.098
4 C -0.502 -0.881 -0.063
5 Cl -2.166 -0.250 -0.422
6 H 0.745 0.908 -1.235
7 H -0.562 -1.603 0.748

Values from the calculation:
HOMO level (spin up / spin down) in eV: -8.1 / -7.9
Orbital gap (spin up / spin down) in eV: 7.15 / 6.57

Atomic partial charges in e from the Mulliken method, atoms 1 to 4:
1 F -0.28
2 P 0.16
3 P 0.12
4 C -0.24

---

The following is a quantum chemistry calculation of a single CH2ClFS molecule in a non-equilibrium geometry, from the OMol25 dataset.

Element x y z (Å)
1 F 1.313 -0.250 1.505
2 C 1.355 -0.014 0.167
3 S 0.003 1.586 0.047
4 Cl 2.922 0.090 -0.485
5 H 0.768 -0.660 -0.433
6 H 0.595 1.912 1.238

Values from the calculation:
HOMO level in eV: -9.7
Orbital gap in eV: 9.94

Atomic partial charges in e from the Mulliken method, atoms 1 to 4:
1 F -0.19
2 C 0.06
3 S -0.20
4 Cl -0.08

---

Energy above the lowest of the compared OMol25 structures with the same formula, charge and spin values, unit eV, following the record order: 2.2921 0.5975.